Entry 1:
Below is C38H61FN6O2S2Si4TeTi as an isolated structure in a non-equilibrium geometry, with properties calculated with ωB97M-V/def2-TZVPD.

The geometry in XYZ format:
```
116
Properties=species:S:1:pos:R:3:lowdin_spin:R:1
Ti -1.78 0.16 1.30 0.98
C -0.43 1.58 -2.25 0.05
C -1.62 1.43 -1.35 0.30
N -1.52 1.78 -0.03 0.14
N -2.33 2.84 0.31 0.05
C -3.11 2.91 1.31 0.03
S -3.69 1.69 2.39 0.01
S -3.66 4.60 1.63 0.01
C -2.55 4.88 3.08 0.00
C -1.16 5.17 2.64 0.00
C -0.77 6.46 2.31 0.00
C 0.52 6.72 1.87 0.00
C 1.43 5.68 1.73 0.00
C 1.05 4.39 2.04 0.00
C -0.24 4.13 2.50 0.00
C -2.93 1.15 -1.85 0.03
C -3.44 1.47 -3.12 0.08
C -4.77 1.28 -3.43 0.00
C -5.63 0.76 -2.47 0.09
C -5.14 0.34 -1.24 0.00
C -3.79 0.45 -0.93 0.07
O -3.24 -0.20 0.10 0.01
H 0.40 1.97 -1.67 0.00
H -0.67 2.28 -3.05 0.02
H -0.12 0.64 -2.71 0.01
H -2.62 3.97 3.68 0.00
H -2.99 5.72 3.63 0.00
H -1.48 7.27 2.39 0.00
H 0.81 7.74 1.64 0.00
H 2.43 5.88 1.37 0.00
H 1.75 3.57 1.95 0.00
H -0.52 3.12 2.74 0.00
H -2.77 1.93 -3.84 0.01
H -5.15 1.57 -4.40 0.00
H -6.69 0.64 -2.71 0.01
H -5.83 -0.07 -0.51 0.00
O -1.18 -1.83 -1.56 0.01
H -0.37 -1.51 -1.09 0.00
H -1.68 -1.01 -1.71 0.00
F -0.83 0.99 2.52 0.00
N 0.80 -2.04 5.96 0.00
C 0.46 -2.42 4.66 0.00
C 0.28 -1.47 3.68 0.01
N 0.00 -1.78 2.40 0.02
C 0.04 -3.11 2.15 0.01
C 0.20 -4.04 3.13 0.00
N 0.39 -3.74 4.43 0.01
H 0.46 -1.12 6.20 0.00
H 0.55 -2.75 6.64 0.00
H 0.34 -0.41 3.90 0.00
H -0.03 -3.38 1.10 0.00
H 0.19 -5.10 2.89 0.00
C -3.89 -3.79 -1.21 0.00
N -4.14 -3.61 0.23 0.00
C -5.11 -2.54 0.49 0.00
C -2.81 -3.35 0.92 0.01
C -3.00 -2.79 2.30 0.01
C -3.54 -3.65 3.26 0.00
C -3.84 -3.19 4.53 0.01
C -3.52 -1.87 4.83 0.00
C -2.93 -1.05 3.88 0.01
C -2.65 -1.45 2.55 0.01
H -4.81 -4.00 -1.75 0.00
H -3.18 -4.61 -1.37 0.00
H -3.43 -2.88 -1.60 0.00
H -4.51 -4.48 0.61 0.00
H -4.58 -1.58 0.38 0.00
H -5.48 -2.61 1.51 0.00
H -5.94 -2.61 -0.21 0.00
H -2.28 -2.63 0.31 0.00
H -2.29 -4.31 0.93 0.00
H -3.76 -4.69 3.01 0.00
H -4.30 -3.83 5.27 0.00
H -3.76 -1.48 5.81 0.00
H -2.68 -0.04 4.18 0.00
C 6.56 -1.12 -1.62 0.00
Si 4.95 -0.94 -0.57 0.00
C 4.70 -2.72 0.09 0.00
C 5.53 0.10 0.92 0.00
Si 2.92 -0.06 -1.47 0.00
Te 1.22 -0.34 0.32 0.00
Si 2.54 -1.36 -3.43 0.00
C 2.04 -3.14 -2.95 0.00
C 1.18 -0.84 -4.68 0.00
C 4.06 -1.58 -4.58 0.00
Si 3.59 2.09 -2.25 0.00
C 2.46 3.01 -3.50 0.00
C 5.30 2.12 -3.12 0.00
C 3.80 3.31 -0.79 0.00
H 7.41 -1.44 -1.02 0.00
H 6.83 -0.17 -2.08 0.00
H 6.43 -1.84 -2.43 0.00
H 5.52 -3.06 0.72 0.00
H 4.60 -3.42 -0.74 0.00
H 3.79 -2.76 0.68 0.00
H 6.31 -0.38 1.51 0.00
H 4.69 0.30 1.58 0.00
H 5.92 1.06 0.59 0.00
H 1.11 -3.12 -2.37 0.00
H 2.80 -3.59 -2.31 0.00
H 1.89 -3.78 -3.81 0.00
H 0.18 -1.01 -4.27 0.00
H 1.25 -1.39 -5.61 0.00
H 1.25 0.22 -4.92 0.00
H 4.89 -2.02 -4.03 0.00
H 4.39 -0.62 -4.97 0.00
H 3.84 -2.23 -5.43 0.00
H 2.03 2.31 -4.21 0.00
H 3.00 3.77 -4.06 0.00
H 1.63 3.50 -2.99 0.00
H 5.28 1.51 -4.03 0.00
H 6.06 1.71 -2.47 0.00
H 5.61 3.12 -3.41 0.00
H 2.88 3.36 -0.21 0.00
H 4.04 4.32 -1.11 0.00
H 4.59 2.97 -0.12 0.00
```

Summary:
<S²>: 2.024
HOMO-LUMO gap (spin up / spin down), eV: 3.45 / 4.38
2S+1: 3
Net charge: -2

Entry 2:
Below is C38H62F5N5O5STeV as an isolated structure in a non-equilibrium geometry, with properties calculated with ωB97M-V/def2-TZVPD.

The geometry in XYZ format:
```
118
Properties=species:S:1:pos:R:3:lowdin_spin:R:1
V -1.06 -0.66 -0.22 2.06
C -2.69 3.65 -0.42 0.00
N -1.86 2.88 0.48 0.00
C -2.55 2.52 1.69 0.00
C -0.58 3.47 0.75 0.00
C 0.46 2.44 1.16 0.00
N 0.68 1.31 0.24 0.01
C 1.65 0.40 0.88 0.03
C 1.25 0.07 2.31 0.00
C 2.22 0.12 3.28 0.00
C 1.96 -0.29 4.59 0.00
C 0.69 -0.79 4.85 0.00
C -0.33 -0.88 3.89 0.00
C -0.06 -0.38 2.61 0.00
O -0.99 -0.33 1.67 0.03
C -1.63 -1.58 4.33 0.00
C -2.73 -1.67 3.27 0.00
C -1.28 -3.02 4.74 0.00
C -2.22 -0.83 5.54 0.00
C 3.06 -0.21 5.65 0.00
C 3.45 1.26 5.87 0.00
C 4.30 -0.98 5.18 0.00
C 2.62 -0.79 7.00 0.00
C 1.16 1.90 -1.01 0.00
C 1.47 1.08 -2.23 0.01
C 2.63 1.34 -2.92 0.00
C 2.85 0.81 -4.20 0.01
C 1.81 0.10 -4.76 0.00
C 0.61 -0.20 -4.11 0.01
C 0.49 0.21 -2.77 0.00
O -0.47 -0.18 -1.98 0.02
C -0.45 -0.96 -4.93 0.00
C -1.74 -1.31 -4.20 0.00
C 0.16 -2.26 -5.48 0.00
C -0.84 -0.07 -6.12 0.00
C 4.20 1.02 -4.89 0.00
C 4.42 2.51 -5.17 0.00
C 4.28 0.27 -6.22 0.00
C 5.32 0.50 -3.99 0.00
H -3.09 4.57 0.06 0.00
H -3.50 3.02 -0.80 0.00
H -2.10 3.94 -1.29 0.00
H -2.76 3.41 2.32 0.00
H -1.98 1.80 2.27 0.00
H -3.49 2.05 1.44 0.00
H -0.64 4.20 1.60 0.00
H -0.26 4.06 -0.11 0.00
H 0.17 2.04 2.13 0.00
H 1.42 2.97 1.31 0.00
H 2.64 0.90 0.91 0.00
H 2.13 -0.70 -0.86 0.01
H 3.21 0.48 3.01 0.00
H 0.47 -1.16 5.84 0.00
H -2.42 -2.23 2.39 0.00
H -3.05 -0.68 2.94 0.00
H -3.58 -2.18 3.73 0.00
H -0.81 -3.54 3.90 0.00
H -2.19 -3.55 5.02 0.00
H -0.60 -3.05 5.59 0.00
H -2.50 0.18 5.26 0.00
H -1.52 -0.77 6.37 0.00
H -3.12 -1.35 5.89 0.00
H 3.76 1.73 4.93 0.00
H 4.27 1.35 6.58 0.00
H 2.60 1.83 6.25 0.00
H 4.74 -0.53 4.30 0.00
H 4.03 -2.01 4.92 0.00
H 5.05 -1.00 5.97 0.00
H 1.77 -0.24 7.41 0.00
H 3.44 -0.72 7.71 0.00
H 2.33 -1.83 6.91 0.00
H 2.05 2.53 -0.80 0.00
H 0.36 2.58 -1.32 0.00
H 3.38 1.98 -2.46 0.00
H 1.93 -0.30 -5.76 0.00
H -1.62 -2.15 -3.51 0.00
H -2.48 -1.62 -4.95 0.00
H -2.16 -0.49 -3.62 0.00
H 0.56 -2.89 -4.69 0.00
H 0.96 -2.08 -6.20 0.00
H -0.62 -2.84 -5.99 0.00
H -1.34 0.83 -5.77 0.00
H -1.53 -0.61 -6.77 0.00
H 0.03 0.23 -6.72 0.00
H 3.65 2.90 -5.83 0.00
H 5.40 2.67 -5.64 0.00
H 4.40 3.09 -4.24 0.00
H 3.55 0.64 -6.94 0.00
H 4.11 -0.80 -6.09 0.00
H 5.27 0.41 -6.66 0.00
H 5.38 1.08 -3.06 0.00
H 6.29 0.57 -4.50 0.00
H 5.14 -0.54 -3.71 0.00
O -3.39 0.12 -0.65 0.01
O -3.35 0.77 -1.96 0.00
N 1.84 -0.83 0.11 0.17
C 0.87 -1.82 0.18 0.42
F 0.94 -2.47 1.37 0.10
Te 0.38 -3.24 -1.60 0.04
F 2.01 -2.20 -2.33 0.02
F 1.84 -4.35 -1.13 0.02
F -0.40 -4.18 -0.12 0.00
F -0.15 -4.89 -2.63 0.00
O -2.03 -2.19 -0.55 0.01
C -5.43 0.31 1.31 0.00
N -4.99 -0.95 0.71 0.00
C -4.39 -0.92 -0.61 0.00
S -3.60 -2.55 -0.88 0.00
N -5.38 -0.83 -1.65 0.00
C -6.39 0.21 -1.50 0.00
H -5.05 0.38 2.33 0.00
H -6.52 0.37 1.36 0.00
H -5.06 1.17 0.75 0.00
H -4.32 -1.41 1.32 0.00
H -4.80 -0.57 -2.46 0.00
H -7.05 -0.03 -0.67 0.00
H -7.00 0.23 -2.40 0.00
H -5.96 1.21 -1.35 0.00
```

Summary:
<S²>: 3.765
HOMO-LUMO gap (spin up / spin down), eV: 5.76 / 5.78
2S+1: 4
Net charge: -2
Energy relative to the best compared isomer or geometry (same formula, charge and spin), kJ/mol: 0.0

Entry 3:
Below is a 16-piece molecular cluster, C38H62N17O2S overall in a non-equilibrium geometry, with properties calculated with ωB97M-V/def2-TZVPD.

The geometry in XYZ format:
```
120
Properties=species:S:1:pos:R:3:lowdin_charge:R:1
C 2.73 -0.65 3.09 -0.02
C 2.43 -0.19 1.91 -0.18
C 1.00 0.21 1.55 -0.14
C 0.71 1.49 2.31 -0.27
C -0.78 1.81 2.43 -0.15
N -1.05 3.12 3.07 -0.01
C 0.17 3.90 3.36 -0.19
C 1.19 3.89 2.22 -0.25
S 2.79 4.46 2.90 0.66
C 4.19 3.81 1.96 -0.10
O 2.94 4.07 4.28 -0.31
O 2.85 5.90 2.79 -0.30
N 1.25 2.60 1.46 0.12
H 3.74 -0.76 3.44 0.06
H 1.94 -0.89 3.79 0.06
H 3.25 -0.08 1.21 0.08
H 0.90 0.33 0.47 0.09
H 0.36 -0.61 1.86 0.13
H 1.22 1.44 3.26 0.15
H -1.28 0.97 2.91 0.14
H -1.15 1.89 1.41 0.06
H -1.46 2.92 3.97 0.11
H 0.60 3.56 4.30 0.10
H -0.14 4.93 3.53 0.10
H 0.89 4.65 1.51 0.15
H 3.87 3.68 0.93 0.07
H 4.40 2.81 2.33 0.07
H 5.03 4.49 2.05 0.08
H 0.62 2.67 0.66 0.18
H 2.18 2.37 1.08 0.13
C 2.12 -0.27 -3.26 -0.09
C 2.44 0.45 -2.03 -0.25
N 2.70 1.00 -1.07 0.14
H 1.21 -0.85 -3.13 0.08
H 1.97 0.44 -4.08 0.08
H 2.93 -0.93 -3.51 0.03
C -4.31 3.69 0.38 -0.07
C -3.42 2.57 0.08 -0.26
N -2.71 1.71 -0.14 0.13
H -3.80 4.40 1.03 0.06
H -4.59 4.19 -0.55 0.09
H -5.21 3.34 0.88 0.08
C -4.76 7.24 2.44 -0.07
C -5.22 5.91 2.82 -0.31
N -5.58 4.88 3.14 0.14
H -5.62 7.90 2.29 0.08
H -4.13 7.65 3.22 0.06
H -4.19 7.18 1.51 0.08
C 4.16 -3.27 6.31 -0.06
C 3.27 -3.35 5.15 -0.28
N 2.58 -3.42 4.25 0.14
H 4.51 -4.27 6.58 0.08
H 5.02 -2.64 6.08 0.08
H 3.62 -2.84 7.16 0.08
C 0.93 5.37 6.58 -0.08
C 0.70 5.48 8.02 -0.28
N 0.51 5.56 9.14 0.13
H 0.92 6.35 6.12 0.06
H 1.90 4.91 6.40 0.07
H 0.15 4.76 6.13 0.06
C -0.71 -2.05 -6.11 -0.08
C 0.73 -1.87 -5.89 -0.26
N 1.84 -1.73 -5.71 0.14
H -1.11 -2.76 -5.39 0.04
H -1.22 -1.10 -6.00 0.08
H -0.88 -2.43 -7.12 0.09
C -3.85 -5.48 -5.05 -0.08
C -3.63 -4.03 -5.06 -0.26
N -3.46 -2.91 -5.07 0.13
H -2.91 -6.00 -4.92 0.02
H -4.52 -5.74 -4.24 0.05
H -4.31 -5.79 -5.99 0.08
C -7.20 -3.62 -3.42 -0.08
C -7.03 -4.99 -3.91 -0.30
N -6.90 -6.05 -4.30 0.14
H -7.02 -3.59 -2.35 0.08
H -6.49 -2.96 -3.92 0.07
H -8.21 -3.28 -3.63 0.06
C -6.70 5.74 7.11 -0.06
C -6.43 6.81 6.15 -0.27
N -6.23 7.63 5.39 0.14
H -6.22 5.97 8.06 0.08
H -7.77 5.64 7.27 0.08
H -6.30 4.80 6.73 0.08
C 5.05 -3.45 -3.91 -0.05
C 4.95 -2.43 -2.86 -0.27
N 4.87 -1.63 -2.05 0.14
H 5.29 -2.98 -4.86 0.09
H 5.83 -4.16 -3.66 0.06
H 4.10 -3.97 -4.00 0.09
C 8.91 -5.53 -4.29 -0.09
C 8.01 -5.63 -5.44 -0.29
N 7.30 -5.71 -6.33 0.12
H 9.29 -6.51 -4.03 0.04
H 9.74 -4.88 -4.53 0.09
H 8.37 -5.12 -3.44 0.06
C -1.19 8.97 6.39 -0.05
C -1.16 7.94 5.34 -0.27
N -1.14 7.15 4.53 0.15
H -0.22 9.46 6.45 0.09
H -1.95 9.71 6.15 0.09
H -1.42 8.51 7.35 0.09
C 9.96 -5.35 -0.05 -0.06
C 9.94 -6.31 -1.16 -0.26
N 9.92 -7.06 -2.01 0.15
H 10.93 -4.87 -0.01 0.08
H 9.19 -4.60 -0.20 0.08
H 9.77 -5.87 0.89 0.08
C -1.68 -8.14 -7.44 -0.05
C -1.96 -8.03 -6.00 -0.27
N -2.17 -7.95 -4.89 0.14
H -1.70 -7.15 -7.89 0.08
H -0.70 -8.58 -7.59 0.09
H -2.44 -8.76 -7.91 0.09
C -8.39 -5.22 -7.86 -0.06
C -8.55 -4.16 -6.87 -0.26
N -8.67 -3.34 -6.09 0.15
H -8.11 -4.80 -8.82 0.08
H -7.63 -5.92 -7.53 0.08
H -9.34 -5.76 -7.97 0.09
```

Summary:
HOMO-LUMO gap, eV: 9.92
2S+1: 1
Net charge: +1

Entry 4:
Below is C38H63BGeN2O3Os as an isolated structure, with properties calculated with ωB97M-V/def2-TZVPD.

The geometry in XYZ format:
```
109
Properties=species:S:1:pos:R:3:lowdin_spin:R:1
Os 1.02 -0.20 -0.36 2.46
C 1.09 -0.69 3.16 0.01
C 1.35 0.71 2.63 0.01
C 0.14 1.61 2.74 0.00
C 2.54 1.33 3.33 0.00
O 1.72 0.62 1.20 0.14
Ge 3.72 0.82 0.31 0.02
O 2.51 1.25 -1.11 0.12
C 2.85 2.07 -2.28 0.01
C 2.49 1.27 -3.52 0.01
C 4.34 2.37 -2.27 0.01
C 2.05 3.35 -2.20 0.00
O 3.25 -0.92 -0.16 0.07
C 4.22 -2.02 0.05 0.00
C 4.90 -1.86 1.41 0.00
C 3.46 -3.32 0.00 0.00
C 5.25 -1.95 -1.07 0.00
H 0.69 -0.64 4.18 0.00
H 2.01 -1.28 3.18 0.00
H 0.36 -1.21 2.53 0.00
H -0.09 1.80 3.78 0.00
H -0.73 1.14 2.26 0.00
H 0.35 2.57 2.25 0.00
H 2.31 1.45 4.39 0.00
H 2.77 2.31 2.91 0.00
H 3.42 0.70 3.25 0.00
H 2.89 0.26 -3.45 0.00
H 2.92 1.74 -4.41 0.00
H 1.40 1.23 -3.66 0.00
H 4.93 1.45 -2.31 0.00
H 4.62 2.94 -1.38 0.00
H 4.61 2.98 -3.14 0.00
H 0.99 3.12 -2.11 0.00
H 2.20 3.95 -3.11 0.00
H 2.36 3.95 -1.34 0.00
H 4.15 -1.75 2.20 0.00
H 5.56 -0.99 1.43 0.00
H 5.51 -2.73 1.63 0.00
H 2.75 -3.38 0.83 0.00
H 4.16 -4.16 0.09 0.00
H 2.93 -3.42 -0.95 0.00
H 5.76 -0.99 -1.06 0.00
H 4.77 -2.09 -2.04 0.00
H 6.00 -2.73 -0.94 0.00
C -0.08 -0.96 -3.06 0.02
C -1.08 -0.03 -3.79 0.02
C -2.48 -0.68 -3.92 0.02
C -1.21 1.37 -3.23 0.15
C -1.08 2.47 -4.19 0.25
C -1.23 3.80 -3.83 0.01
C -1.50 4.08 -2.52 0.21
C -1.64 3.02 -1.51 0.21
C -1.89 3.43 -0.11 0.03
C -0.75 4.37 0.37 0.02
C -3.26 4.13 0.00 0.03
C -1.53 1.67 -1.92 0.03
N -1.87 0.64 -0.98 0.13
B -1.04 -0.27 -0.13 0.14
N -2.08 -1.07 0.60 0.16
C -3.28 -0.61 0.27 0.17
C -3.18 0.42 -0.69 0.30
C -1.98 -2.10 1.62 0.01
C -1.41 -3.34 1.26 0.01
C -1.21 -4.27 2.26 0.00
C -1.59 -4.02 3.57 0.01
C -2.25 -2.84 3.87 0.00
C -2.47 -1.86 2.92 0.01
C -3.28 -0.64 3.34 0.00
C -4.78 -1.00 3.36 0.00
C -2.89 -0.10 4.73 0.00
C -1.10 -3.81 -0.17 0.01
C -2.13 -3.42 -1.24 0.00
C 0.33 -3.47 -0.58 0.06
H -0.57 -1.83 -2.64 0.00
H 0.48 -0.43 -2.27 0.01
H 0.70 -1.30 -3.74 0.00
H -0.71 0.09 -4.80 0.00
H -2.92 -0.89 -2.95 0.00
H -2.39 -1.61 -4.47 0.00
H -3.16 -0.03 -4.48 0.00
H -0.89 2.22 -5.23 0.01
H -1.14 4.59 -4.57 0.00
H -1.62 5.12 -2.21 0.01
H -1.89 2.56 0.53 0.00
H -0.72 5.30 -0.21 0.00
H 0.22 3.89 0.29 0.00
H -0.94 4.64 1.41 0.00
H -3.31 5.05 -0.59 0.00
H -3.43 4.40 1.04 0.00
H -4.08 3.48 -0.33 0.00
H -4.19 -1.06 0.64 0.01
H -3.99 0.96 -1.16 0.01
H -0.78 -5.23 2.01 0.00
H -1.43 -4.76 4.34 0.00
H -2.61 -2.67 4.88 0.00
H -3.15 0.17 2.62 0.00
H -4.97 -1.72 4.16 0.00
H -5.12 -1.45 2.43 0.00
H -5.38 -0.11 3.56 0.00
H -3.33 -0.71 5.52 0.00
H -3.26 0.92 4.86 0.00
H -1.81 -0.10 4.87 0.00
H -1.13 -4.90 -0.11 0.00
H -2.08 -2.36 -1.52 0.00
H -3.15 -3.64 -0.90 0.00
H -1.96 -4.01 -2.14 0.00
H 0.52 -2.39 -0.51 0.03
H 0.54 -3.80 -1.60 0.00
H 1.05 -3.96 0.08 0.00
```

Summary:
<S²>: 8.789
HOMO-LUMO gap (spin up / spin down), eV: 7.31 / 3.84
2S+1: 6
Net charge: +3